#1
30
Properties=species:S:1:pos:R:3 method="wB97M-V/def2-TZVPD" homo_energy_ev=-7.22 spin_multiplicity=1 total_charge=0
H 3.390 -2.413 -2.607
O 0.015 2.891 0.438
H -0.427 -0.888 1.726
H -1.875 2.006 -0.534
H 1.806 -0.645 -3.358
H -2.973 0.717 -0.427
C 2.909 -1.702 -1.819
H -3.514 1.864 2.058
H 1.003 3.242 0.360
C -3.206 2.218 1.091
C 2.201 -0.624 -2.315
C -1.064 -1.556 -0.209
C 1.569 0.310 -1.395
H -1.103 -2.626 0.107
N -1.094 0.736 0.765
C 1.769 0.082 -0.042
H -3.981 2.633 0.457
C 3.025 -1.894 -0.453
H -2.612 3.069 1.359
H -1.911 -1.511 -0.938
P 0.165 1.594 1.407
H 0.894 1.161 -1.737
O 2.334 -1.285 1.759
C 2.361 -1.030 0.447
H -0.162 -1.259 -0.730
H 3.451 -2.786 -0.132
H 2.728 -2.048 1.985
H -2.208 -0.930 1.537
C -2.353 1.326 0.145
C -1.137 -0.653 1.055

***

#2
30
Properties=species:S:1:pos:R:3 method="wB97M-V/def2-TZVPD" smiles=CCN(CC)P(O)c1ccccc1O homo_energy_ev=-7.37 spin_multiplicity=1 total_charge=0
H -0.066 -3.215 -1.711
C 3.275 -1.093 -0.469
C -1.905 -0.823 -0.310
H -5.257 1.037 -0.501
C -4.197 0.615 -0.514
H 1.271 2.028 0.866
N 0.928 -0.541 0.203
C -3.811 0.091 0.727
H 1.536 -0.277 -1.790
C -2.642 -0.668 0.795
O 0.334 -2.464 -1.450
H 0.659 -0.651 2.216
H 2.113 0.822 -0.631
H 0.559 1.686 2.465
O -2.211 -1.191 1.996
H 3.534 -2.028 -0.965
C -3.433 0.407 -1.646
H 4.087 -0.443 -0.932
H -4.499 0.219 1.599
H -0.593 1.603 1.284
C 1.095 0.023 1.482
C 1.973 -0.304 -0.767
H 2.159 0.153 1.647
H 3.438 -1.276 0.510
P -0.033 -1.971 0.075
H -3.663 0.724 -2.620
H -1.795 -0.595 -2.471
C 0.481 1.477 1.463
C -2.234 -0.321 -1.560
H -2.306 -0.739 2.904

***

Ordering by calculated energy gives the sequence #2, #1, with the first entry being the most stable.

***

#1
20
Properties=species:S:1:pos:R:3 method="wB97M-V/def2-TZVPD" smiles="C=CCCNC(=O)O.O" homo_energy_ev=-9.77 spin_multiplicity=1 total_charge=0
O -2.232 3.019 -0.228
C -2.014 1.837 -0.146
C -0.915 -0.280 -0.802
H -3.211 1.241 1.293
H 2.929 -1.459 -1.959
H 0.840 -0.985 3.128
N -1.481 1.042 -1.124
H 1.141 -1.603 -2.353
H 2.445 -0.131 0.034
O 1.678 -0.525 3.244
H -0.003 -0.824 0.958
H 2.318 -1.095 2.799
H -1.726 -0.933 -0.508
H -0.674 -0.650 -1.799
H -1.089 1.596 -1.867
C 1.905 -1.298 -1.640
C 1.654 -0.557 -0.578
H 0.389 0.754 0.475
O -2.302 1.120 0.988
C 0.347 -0.266 0.086

***

#2
20
Properties=species:S:1:pos:R:3 method="wB97M-V/def2-TZVPD" smiles="CNC(C)=O.CC(=O)O" homo_energy_ev=-9.74 spin_multiplicity=1 total_charge=0
H -0.821 -1.552 -0.484
H -2.588 -3.042 0.439
H 0.810 1.373 0.928
C -3.164 -2.059 0.429
C 2.487 1.015 -0.053
H -3.934 -2.372 -0.226
C 3.924 1.241 0.353
N -1.330 -0.708 -0.332
O 1.738 1.230 1.095
H -0.283 0.161 -1.920
H 4.612 1.334 -0.567
H 3.846 2.153 0.997
O 2.163 0.621 -1.103
C -0.655 0.454 -0.886
H 0.195 0.859 -0.334
O -3.416 0.194 -0.041
H -3.627 -1.890 1.428
C -2.643 -0.766 -0.045
H -1.437 1.238 -0.892
H 4.126 0.513 1.213

***

#3
20
Properties=species:S:1:pos:R:3 method="wB97M-V/def2-TZVPD" smiles=OC[C@@H]1NC[C@H](O)[C@H]1O homo_energy_ev=-8.54 spin_multiplicity=1 total_charge=0
C -0.215 0.854 -0.438
O 2.775 0.151 -0.228
H 3.604 -0.217 -0.958
H -2.385 -1.066 1.080
H -0.425 -1.102 2.052
H 0.692 0.851 -1.392
O -0.392 2.148 0.105
H -1.952 0.634 1.507
H 1.471 -1.264 -0.796
H 0.904 0.402 1.831
C -1.376 0.041 -0.561
H 2.033 -1.426 0.891
C -1.713 -0.369 0.819
N -0.417 -0.854 1.088
O -1.321 -1.133 -1.386
C 1.746 -0.773 -0.012
H -0.860 2.705 -0.492
C 0.651 -0.062 0.624
H -0.992 -1.771 -0.985
H -2.227 0.768 -0.875

***

Ordering by calculated energy gives the sequence #2, #1, #3, with the first entry being the most stable.

***

#1
20
Properties=species:S:1:pos:R:3 method="wB97M-V/def2-TZVPD" smiles="CCC(C)=O.O=CNO" homo_energy_ev=-9.61 spin_multiplicity=1 total_charge=0
H -0.798 -2.865 -0.539
H -1.324 -1.867 0.811
C -0.413 -0.764 -0.742
O -0.772 0.029 -1.585
O -0.280 -0.052 2.125
C 1.161 -0.993 -0.500
H -0.705 1.461 -0.339
H 1.847 1.059 -0.403
H 3.065 -0.081 -0.956
N -0.977 1.535 0.640
H 1.382 -1.255 0.536
H 1.749 0.397 -2.036
C 2.005 0.165 -1.004
C -0.318 1.100 1.761
H -1.400 3.346 0.996
C -1.254 -1.915 -0.275
O -1.932 2.551 0.794
H -0.153 1.908 2.493
H -2.255 -1.864 -0.699
H 1.374 -1.896 -1.077

***

#2
20
Properties=species:S:1:pos:R:3 method="wB97M-V/def2-TZVPD" smiles="CNC(C)=O.CC(=O)O" homo_energy_ev=-9.64 spin_multiplicity=1 total_charge=0
H -0.939 -1.780 -0.762
H -0.715 0.601 -1.040
H 3.745 -1.259 -0.325
C 3.605 -0.638 0.618
H -1.883 -2.306 0.632
C 2.345 0.315 0.129
O -3.034 -0.041 0.989
O 1.349 -0.571 -0.318
O 2.307 1.477 -0.102
H -0.636 2.468 0.192
H 4.404 -0.067 0.907
H 0.910 0.087 -0.918
H -2.314 2.476 -0.698
N -1.460 0.633 -0.438
C -1.705 2.037 0.084
C -2.230 -0.332 0.098
H 3.152 -1.317 1.253
H -2.714 -2.049 -0.953
C -1.886 -1.727 -0.317
H -2.302 1.991 0.968

***

Ordering by calculated energy gives the sequence #2, #1, with the first entry being the most stable.

***

#1
31
Properties=species:S:1:pos:R:3 method="wB97M-V/def2-TZVPD" smiles=CO[C@]1(c2ccccc2)[C@]2(CC2)[C@@]12CC2 homo_energy_ev=-8.85 spin_multiplicity=1 total_charge=0
C 1.051 0.300 2.521
C -1.295 -0.524 0.268
H 2.032 0.867 -2.216
H 1.865 -0.368 2.769
H 0.140 2.440 -2.200
C -0.779 1.985 -1.812
O -0.711 1.852 -0.406
C 0.897 0.728 1.111
C -3.146 -2.568 0.462
C -0.898 -1.767 0.732
H 0.712 2.504 2.404
H -1.521 -3.753 1.212
C 1.383 1.713 2.104
H 0.133 -1.936 1.004
H 0.157 0.132 3.104
C 1.993 -0.877 -0.824
C -0.167 0.661 0.058
H 1.493 -1.512 -1.538
H -4.562 -1.150 -0.294
H -3.867 -3.371 0.521
H 2.699 -1.404 -0.198
H -1.623 2.644 -2.029
C 2.308 0.544 -1.224
H -0.940 1.015 -2.297
C 1.245 0.255 -0.230
C -2.611 -0.292 -0.093
C -1.830 -2.784 0.839
C -3.535 -1.319 0.001
H 3.224 0.990 -0.862
H 2.422 2.010 2.070
H -2.913 0.684 -0.444

***

#2
31
Properties=species:S:1:pos:R:3 method="wB97M-V/def2-TZVPD" smiles=Cc1ccc(O)cc1.Cc1ccccc1 homo_energy_ev=-8.35 spin_multiplicity=1 total_charge=0
H 0.656 4.562 2.401
C 0.363 -3.180 -1.733
C -0.898 1.961 0.020
C 0.151 3.844 1.773
H 1.448 -2.107 -3.202
H 0.371 -4.068 -2.351
H -1.678 -0.342 1.335
H -0.172 3.221 -1.546
C 1.301 -1.005 -1.337
H -1.371 0.205 2.914
C -0.520 2.739 2.262
H 2.006 0.776 -1.177
H -1.484 -4.137 0.950
C -1.186 -4.298 -0.084
C -0.207 -3.208 -0.467
H -2.085 -4.330 -0.682
H 1.031 -0.229 0.608
O 1.895 0.098 -1.869
C 0.289 4.013 0.382
C -1.718 0.562 1.940
H -0.867 2.726 3.278
H -0.683 -5.265 -0.168
H -2.778 0.745 2.114
C -1.021 1.761 1.387
C -0.183 3.052 -0.481
H -1.380 1.220 -0.614
C 0.063 -2.154 0.378
C 1.112 -2.112 -2.176
H -0.436 -2.025 1.320
C 0.906 -1.112 -0.029
H 0.816 4.917 0.140

***

#3
31
Properties=species:S:1:pos:R:3 method="wB97M-V/def2-TZVPD" smiles=Cc1ccc(O)cc1.Cc1ccccc1 homo_energy_ev=-8.33 spin_multiplicity=1 total_charge=0
C 2.220 -0.327 3.008
H -0.360 -1.254 0.866
H 3.167 -1.819 4.197
C -0.536 0.345 -1.863
C 0.224 1.404 -2.091
C 0.641 -1.397 1.463
H 2.085 0.064 -2.785
H -2.703 -0.207 -1.602
O -3.792 2.129 -1.941
C -0.018 -3.644 1.414
H 1.683 -3.676 3.706
C -1.931 0.490 -1.721
C -2.474 1.808 -1.822
H 0.305 3.591 -2.410
H -1.846 4.013 -2.012
C -1.666 2.960 -1.969
C 2.376 -1.689 3.486
H 0.935 0.736 1.577
H -4.371 1.407 -1.506
C 1.230 -0.151 2.046
C -0.320 2.741 -2.198
H -0.075 -0.534 -1.691
H 0.312 -4.548 2.014
H 2.316 1.401 -1.511
H 2.901 0.383 3.291
H 2.068 1.778 -3.069
C 1.760 -2.837 2.999
C 1.732 1.086 -2.309
H 0.165 -3.769 0.349
C 0.901 -2.653 1.970
H -1.091 -3.419 1.634

***

Ordering by calculated energy gives the sequence #2, #3, #1, with the first entry being the most stable.

***

#1
17
Properties=species:S:1:pos:R:3 method="wB97M-V/def2-TZVPD" homo_energy_ev="-7.13 / -7.28" spin_multiplicity=1 total_charge=0
C 1.422 -0.747 -0.586
H -0.695 3.595 0.905
H 0.225 0.528 2.369
C -2.108 -1.279 -2.740
H -0.496 -0.893 1.623
H 1.141 -0.899 2.132
C -0.368 2.662 1.042
C 0.817 0.259 0.390
C -1.511 -1.308 -1.706
H -0.635 2.307 2.054
S 0.687 1.906 -0.011
C 0.377 -0.283 1.743
H -2.741 -1.433 -3.709
H 2.495 -0.707 -0.698
H 1.091 -1.848 -0.296
H -0.748 -1.357 -1.002
H 1.046 -0.504 -1.512

***

#2
17
Properties=species:S:1:pos:R:3 method="wB97M-V/def2-TZVPD" homo_energy_ev="-8.45 / -7.77" spin_multiplicity=1 total_charge=0
H 0.612 -1.138 3.374
S -1.253 -0.159 -1.845
C -0.522 -0.637 1.715
H 1.499 -0.766 1.926
H -1.134 -1.978 -0.405
C -0.483 0.884 -0.583
C -0.629 -1.743 -1.264
H 1.610 1.090 -0.093
H -0.570 2.919 -1.409
H -0.615 -2.585 -1.969
C 0.583 -0.798 2.392
H -1.522 -0.739 2.037
H 0.468 -1.766 -1.040
C -0.088 2.311 -0.591
H 1.294 1.114 -1.764
H -0.199 2.763 0.344
C 0.949 1.229 -0.824

***

Ordering by calculated energy gives the sequence #1, #2, with the first entry being the most stable.

***

#1
24
Properties=species:S:1:pos:R:3 method="wB97M-V/def2-TZVPD" homo_energy_ev=-13.41 spin_multiplicity=1 total_charge=+1
H -0.553 1.918 -4.013
N -0.004 1.763 -3.185
H -1.112 -3.363 -0.381
H 0.593 -1.855 -1.310
H 0.984 1.859 -3.397
C 0.624 -1.223 -0.421
H 1.646 -0.883 -0.261
H -1.110 -0.164 -1.307
N 0.174 -2.055 0.751
N 0.150 2.346 2.234
H -0.618 1.961 -0.511
H 1.150 2.506 2.216
C -0.285 -0.096 -0.605
H 0.527 -3.955 -0.054
H 0.117 0.306 1.998
H -0.592 -1.553 1.198
C -0.301 1.201 1.543
C -0.005 1.194 -0.044
H -0.174 0.841 -2.815
H -0.350 3.201 2.043
H 1.050 1.451 -0.176
H -1.382 1.134 1.646
H -0.653 -3.906 1.248
C -0.306 -3.385 0.359

***

#2
24
Properties=species:S:1:pos:R:3 method="wB97M-V/def2-TZVPD" homo_energy_ev=-14.53 spin_multiplicity=1 total_charge=+1
H -2.736 -1.709 0.132
H -0.598 1.328 -1.310
C 2.903 -0.313 -0.490
N -1.285 0.394 0.800
C 0.619 0.921 2.440
H 1.662 1.294 2.375
H 3.247 -1.794 -2.181
N -1.285 0.629 -1.488
C -1.685 -0.041 -0.405
H -2.860 -1.277 -1.557
H -0.406 2.242 0.884
N -2.657 -0.980 -0.558
H 0.839 -0.132 2.678
H 2.281 -0.280 0.373
H -1.906 0.208 1.634
H 0.017 1.412 3.217
H -1.524 0.388 -2.431
H 2.625 0.545 -1.151
H 1.644 -1.694 -1.391
H 4.015 -0.116 -0.321
C 2.712 -1.657 -1.255
C -0.045 1.222 1.086
H 0.607 0.985 0.255
H 3.002 -2.472 -0.535

***

#3
24
Properties=species:S:1:pos:R:3 method="wB97M-V/def2-TZVPD" smiles=NCCCNCC[NH3+] homo_energy_ev=-13.08 spin_multiplicity=1 total_charge=+1
H -1.862 -0.772 -1.715
H 0.907 0.834 2.136
N 2.291 -1.280 -0.082
H 0.672 0.658 0.491
H -1.280 0.866 2.139
C -1.085 -0.676 -0.949
H -2.537 0.889 0.347
N -0.778 0.735 -0.723
H -1.610 -1.061 -0.083
H 0.841 -0.607 -1.826
H -2.036 2.388 -0.222
C 0.193 -1.359 -1.379
N 0.557 1.291 1.292
H 0.044 -2.117 -2.143
C -0.866 1.632 1.521
C -1.633 1.468 0.174
H 0.360 -1.635 0.719
H 2.727 -1.556 0.776
H -0.727 1.192 -1.636
H 2.868 -1.712 -0.793
H -0.950 2.572 2.061
H 1.175 2.037 0.986
C 0.960 -1.904 -0.153
H 0.897 -2.984 -0.267

***

#4
24
Properties=species:S:1:pos:R:3 method="wB97M-V/def2-TZVPD" homo_energy_ev=-12.72 spin_multiplicity=1 total_charge=+1
H 0.649 -0.528 3.394
H -0.953 1.194 -1.937
H -1.544 -0.206 2.536
H -1.604 -1.065 -2.809
C 2.351 0.634 2.667
H -2.580 -0.323 -0.816
H 2.083 1.531 3.231
C -1.116 0.319 1.692
H 2.864 0.860 1.734
H 0.379 1.353 -3.799
H 0.518 0.473 -1.347
N -1.764 -0.913 -0.672
H -2.194 -1.822 -0.528
N 0.152 0.359 1.559
H 1.417 -1.186 1.968
H 1.317 0.133 -3.421
H 0.508 0.815 0.726
N 0.339 0.392 -3.474
C 1.139 -0.252 2.462
C -0.246 0.379 -2.137
C -0.978 -0.951 -1.915
H -0.250 -1.757 -1.858
H 3.031 0.135 3.360
H -1.696 0.862 0.970

***

Ordering by calculated energy gives the sequence #2, #3, #4, #1, with the first entry being the most stable.

***

#1
24
Properties=species:S:1:pos:R:3 method="wB97M-V/def2-TZVPD" homo_energy_ev=-14.61 spin_multiplicity=1 total_charge=+1
H -3.432 -0.287 -1.812
H 0.520 -1.102 -0.570
N 1.174 -0.812 0.143
H -1.881 1.742 -0.156
C 0.974 1.568 -0.434
H -0.686 -2.496 0.808
H -1.647 -0.282 -2.044
H 1.306 2.178 -1.268
H 2.490 0.281 -1.047
H 2.543 -0.527 2.222
C 1.941 0.419 -0.115
H 0.846 2.155 0.475
H 2.668 0.554 0.675
C -2.480 0.094 -1.456
H -3.216 2.205 -1.259
N 0.096 -2.373 1.424
C -2.322 1.594 -1.128
N 1.885 -1.229 2.322
H -1.756 2.004 -1.967
H 0.052 -2.909 2.231
C 1.115 -1.532 1.254
H -2.411 -0.416 -0.483
H 2.211 -1.981 2.899
H 0.011 1.151 -0.715

***

#2
24
Properties=species:S:1:pos:R:3 method="wB97M-V/def2-TZVPD" homo_energy_ev=-14.55 spin_multiplicity=1 total_charge=+1
H 0.588 -2.750 -0.578
H -2.450 -1.978 -2.212
H -0.866 -2.384 -2.638
C -0.443 3.043 -0.425
H 2.984 -1.617 0.931
H 2.573 -0.639 -0.352
C 2.237 -0.865 0.651
H 0.229 3.588 -1.097
N 0.186 -1.868 -0.346
C -1.078 -1.689 -0.730
H 0.948 3.257 1.204
H -1.718 -0.851 1.033
H -0.352 2.182 1.517
H 1.108 1.767 0.481
C 0.784 -1.253 0.841
H 0.679 -1.918 1.700
H 2.466 -0.051 1.336
H -0.931 2.294 -1.053
H -2.932 -1.038 -0.122
H -1.197 3.773 -0.131
N -1.503 -2.101 -1.915
H 0.289 -0.309 1.069
N -1.948 -1.092 0.084
C 0.347 2.499 0.753

***

Ordering by calculated energy gives the sequence #2, #1, with the first entry being the most stable.

***

#1
14
Properties=species:S:1:pos:R:3 method="wB97M-V/def2-TZVPD" homo_energy_ev="-14.03 / -14.03" spin_multiplicity=1 total_charge=+1
H -3.615 -0.544 0.558
H -3.115 -0.732 -1.267
H 3.295 -0.763 -0.409
C -2.841 -0.848 -0.195
C -0.138 1.570 0.220
H 3.210 1.077 -0.429
N 1.433 -0.130 -0.039
H -2.530 -1.919 -0.105
H 0.661 2.332 0.394
C 2.771 0.091 0.016
H 3.021 0.117 1.162
N -1.985 0.034 0.357
C -1.125 0.846 0.108
O 0.957 -1.130 -0.372

***

#2
14
Properties=species:S:1:pos:R:3 method="wB97M-V/def2-TZVPD" smiles="C/[NH+]=C/C1=C(N)O1" homo_energy_ev="-12.76 / -12.75" spin_multiplicity=1 total_charge=+1
H 0.613 0.708 1.167
C 2.327 0.195 0.058
H 0.254 0.416 -1.680
H 2.455 -0.755 0.521
C -1.341 0.499 -0.212
N 0.940 0.428 0.262
N -3.782 -0.121 -0.662
O -2.161 0.454 1.070
C -0.028 0.351 -0.630
H 3.000 0.865 0.507
H -3.718 -0.377 -1.570
H -4.553 -0.520 -0.148
H 2.534 0.009 -1.031
C -2.694 0.209 -0.073

***

#3
14
Properties=species:S:1:pos:R:3 method="wB97M-V/def2-TZVPD" smiles="[NH3+][C@@H]1C=CC(=O)N1" homo_energy_ev=-14.57 spin_multiplicity=1 total_charge=+1
N -0.523 -1.053 -0.760
N 1.433 -0.537 0.668
H 2.198 0.170 0.639
H -0.691 -2.084 -0.503
H 1.857 -1.389 0.879
H 0.603 2.031 -0.664
H 1.347 -0.372 -1.356
O -2.820 -0.570 0.384
C 0.456 -0.230 -0.776
H -1.699 2.019 0.414
C -1.206 1.245 0.079
C 0.032 1.192 -0.531
H 0.821 -0.369 1.447
C -1.809 -0.053 0.079

***

#4
14
Properties=species:S:1:pos:R:3 method="wB97M-V/def2-TZVPD" smiles="C[C@@H]1C(=[NH2+])N1C=O" homo_energy_ev=-15.44 spin_multiplicity=1 total_charge=+1
H -0.132 0.505 1.792
C -0.911 0.020 -0.337
C 0.859 -1.216 1.233
H -2.700 -0.747 -0.402
H 1.577 -1.420 0.540
H 0.789 1.881 -2.207
C 0.001 0.024 0.881
N 0.170 0.711 -0.528
O 2.148 1.661 -0.619
H -2.384 0.416 -1.608
C 1.158 1.435 -1.254
H 0.164 -2.044 1.203
N -2.033 -0.125 -0.891
H 1.294 -1.102 2.197

***

Ordering by calculated energy gives the sequence #3, #4, #2, #1, with the first entry being the most stable.